[1]
C31H36N8O4STi | ωB97M-V with the def2-TZVPD basis set

```
81
Properties=species:S:1:pos:R:3:forces:R:3
Ti 0.104777 -0.459204 0.111576 -0.192 0.027 -0.957
C -2.863285 4.931723 -0.255525 -0.060 0.154 0.021
C -3.691575 3.690429 0.014560 -0.220 0.067 0.023
N -3.208940 2.511720 -0.700297 0.011 -0.193 -0.054
C -2.072950 1.878766 -0.370688 -0.102 0.034 0.201
S -1.729389 0.393045 -1.229890 0.160 -0.139 0.117
N -1.292183 2.393207 0.535625 0.143 -0.247 -0.142
N -0.207588 1.593230 0.837606 0.054 0.465 0.316
C 0.587148 2.099451 1.727424 0.020 -0.149 -0.088
C 0.441243 3.463699 2.315120 -0.115 -0.049 -0.066
C 1.655752 1.207771 2.204684 0.074 0.118 0.005
C 2.592581 1.586212 3.160760 -0.167 -0.145 -0.195
C 3.536373 0.661412 3.578382 -0.076 -0.024 -0.074
C 3.507934 -0.612223 3.039309 -0.117 -0.006 -0.097
C 2.537389 -0.918191 2.098661 0.134 -0.103 0.109
N 1.637174 -0.029973 1.679866 -0.250 0.122 0.092
H -3.354768 5.793052 0.191611 0.008 0.059 0.050
H -1.862745 4.858289 0.162663 0.019 -0.041 0.016
H -2.787688 5.126296 -1.324883 -0.038 -0.004 -0.069
H -3.745022 3.469447 1.085258 0.086 0.050 -0.073
H -4.710269 3.851333 -0.339368 0.031 -0.001 0.068
H -3.888037 1.964277 -1.208792 0.141 0.097 -0.042
H -0.160466 4.102960 1.677204 0.018 -0.045 0.021
H -0.057986 3.394004 3.285344 -0.014 0.000 -0.003
H 1.415695 3.918633 2.476908 0.021 0.017 -0.020
H 2.579070 2.577928 3.580506 -0.009 0.066 0.013
H 4.272826 0.932317 4.319321 0.059 0.012 0.056
H 4.210976 -1.370099 3.343939 0.064 -0.070 0.025
H 2.462246 -1.912059 1.679242 0.053 0.031 0.038
O -1.280891 -0.758144 1.669018 -0.160 0.269 0.343
C -0.753397 -1.881812 1.874072 0.232 -0.079 0.083
O 0.223392 -2.185048 1.082327 0.115 -0.325 0.018
C -1.185264 -2.814367 2.908104 -0.072 0.006 0.115
C -2.258134 -2.483017 3.739661 0.019 -0.106 0.014
C -2.665376 -3.369006 4.722794 0.068 -0.023 -0.036
C -2.004628 -4.581777 4.882869 0.045 0.101 -0.141
C -0.943218 -4.877748 4.043244 -0.175 -0.045 -0.100
C -0.510936 -4.023361 3.053285 -0.148 0.025 0.031
N -0.230991 -6.163154 4.205519 0.344 0.527 0.488
O 0.754675 -6.319688 3.519992 0.069 -0.285 -0.277
O -0.624519 -6.904515 5.070437 -0.182 -0.296 -0.042
H -2.764878 -1.538562 3.604630 -0.006 0.050 -0.016
H -3.496170 -3.123730 5.366859 -0.031 0.020 0.028
H -2.297636 -5.292997 5.640079 -0.009 -0.039 0.025
H 0.316040 -4.303056 2.417450 -0.014 0.023 0.011
N 0.400034 -1.167604 -3.500672 0.256 0.221 -0.137
C -0.392918 -2.105350 -2.887584 -0.287 -0.285 -0.022
C -1.039577 -3.048584 -3.706658 0.044 0.072 0.174
C -1.917245 -3.942296 -3.158931 -0.007 0.014 0.144
C -2.151405 -3.891019 -1.782405 0.118 0.139 -0.062
C -1.472109 -2.957960 -1.047327 -0.136 -0.170 0.219
N -0.584333 -2.069291 -1.555621 0.201 0.220 -0.013
H 0.670044 -1.426284 -4.439953 -0.029 0.036 0.071
H 1.176233 -0.825677 -2.955379 0.030 -0.009 0.046
H -0.830521 -3.051435 -4.765648 0.021 0.015 -0.078
H -2.415970 -4.669108 -3.782357 -0.043 -0.052 -0.027
H -2.841679 -4.558487 -1.295154 -0.062 -0.064 0.040
H -1.645669 -2.909715 0.020569 -0.011 -0.048 -0.294
C 0.853323 2.109682 -4.400430 -0.006 -0.001 0.052
N 0.230999 2.344492 -3.073574 -0.174 -0.371 0.138
C -0.733241 3.470559 -3.143747 -0.002 -0.043 -0.008
C 1.237930 2.584900 -1.973458 -0.153 0.043 -0.014
C 2.112738 1.383053 -1.784875 0.181 -0.096 0.081
C 3.372233 1.375062 -2.383727 -0.162 0.010 0.031
C 4.187472 0.254283 -2.334187 -0.030 -0.079 0.043
C 3.743136 -0.885924 -1.685409 -0.127 0.096 0.047
C 2.494933 -0.865878 -1.067924 0.148 -0.147 -0.014
C 1.665949 0.253482 -1.086808 -0.006 0.135 0.146
H 0.064140 1.882594 -5.111850 0.022 0.001 -0.033
H 1.542251 1.276074 -4.323795 0.031 0.025 -0.079
H 1.378319 3.016793 -4.695108 0.019 -0.037 -0.041
H -0.299138 1.485965 -2.793388 0.219 0.357 -0.095
H -0.181087 4.371103 -3.404082 -0.053 0.043 0.006
H -1.211064 3.578582 -2.175443 -0.039 0.068 -0.004
H -1.470681 3.247548 -3.909293 -0.060 0.046 -0.001
H 0.643147 2.821812 -1.090879 0.106 -0.043 -0.030
H 1.812426 3.466528 -2.260601 -0.014 -0.016 -0.032
H 3.719785 2.253868 -2.910254 0.026 0.097 -0.025
H 5.157439 0.273422 -2.806353 0.089 -0.013 -0.030
H 4.358702 -1.770211 -1.645249 0.071 -0.118 -0.009
H 2.179031 -1.782477 -0.558877 -0.015 0.024 -0.026
```
Positions in Å, forces in eV/Å.

Frontier orbital gap, Ha: 0.2697
LUMO, eV: -6.420
Maximum force, eV/A: 1.0
ΔE to the lowest compared entry with this formula, charge and spin, eV: 0.175
Total charge: +2
HOMO level, eV: -13.760
E, eV: -86780.604
M, g/mol: 664.6

[2]
C31H36N8O4STi | ωB97M-V with the def2-TZVPD basis set

```
81
Properties=species:S:1:pos:R:3:forces:R:3
Ti 0.274012 0.134528 0.444388 -1.011 0.539 1.616
C -1.412882 4.075326 -4.734844 0.054 -0.001 0.137
C -1.265542 4.060712 -3.217725 -0.049 -0.051 -0.047
N -2.136515 3.062959 -2.606354 0.322 0.435 -0.061
C -1.714059 1.858509 -2.185406 -1.015 -1.204 0.096
S -2.867300 0.591926 -2.010663 0.012 0.159 0.128
N -0.423250 1.635237 -1.987691 1.037 0.997 0.123
N -0.186399 0.423775 -1.443416 -0.291 -0.882 -1.356
C 0.305811 -0.541538 -2.162294 -0.385 0.613 -0.479
C 0.592979 -0.337488 -3.607905 0.121 -0.131 0.098
C 0.281874 -1.839702 -1.495710 -0.122 -0.771 -0.002
C 0.544901 -3.031165 -2.157540 0.017 0.441 0.027
C 0.258951 -4.233703 -1.534726 -0.040 -0.070 0.299
C -0.301174 -4.212158 -0.266878 0.107 0.007 -0.267
C -0.486535 -2.990587 0.351945 -0.056 0.008 0.259
N -0.193723 -1.820166 -0.219745 0.138 -0.542 -0.502
H -0.693351 4.759607 -5.181594 -0.008 0.038 -0.042
H -2.413120 4.401064 -5.018987 -0.020 -0.010 -0.049
H -1.247738 3.078516 -5.143200 0.024 -0.012 -0.026
H -1.520860 5.041196 -2.809419 0.098 0.019 0.016
H -0.244174 3.813465 -2.931429 -0.012 0.078 0.032
H -3.102120 3.073807 -2.898080 -0.011 -0.093 0.064
H -0.355989 -0.335540 -4.151833 -0.033 0.018 0.040
H 1.232471 -1.111095 -4.021994 0.035 -0.008 0.011
H 1.049318 0.641794 -3.745840 -0.028 -0.010 -0.024
H 0.955142 -3.016620 -3.155330 -0.038 0.019 -0.028
H 0.467485 -5.169557 -2.033201 -0.049 -0.029 -0.031
H -0.584361 -5.121235 0.241867 0.000 0.004 0.032
H -0.907069 -2.964072 1.345522 0.086 0.017 0.004
O 2.279936 -0.676016 0.269395 -0.173 -0.009 -0.074
C 2.568398 0.468653 -0.140246 1.152 0.172 -0.056
O 1.705274 1.405808 0.120793 0.085 0.423 0.055
C 3.824939 0.828017 -0.805419 0.010 0.092 -0.097
C 3.909781 2.011102 -1.545651 -0.099 -0.034 0.030
C 5.121676 2.398399 -2.087095 0.005 0.024 0.067
C 6.258088 1.632789 -1.860826 0.115 -0.181 -0.011
C 6.150741 0.454108 -1.139332 -0.363 0.261 0.021
C 4.945649 0.026284 -0.619032 -0.024 -0.181 0.017
N 7.358572 -0.347510 -0.872428 0.107 -0.119 0.020
O 7.218772 -1.322475 -0.163600 0.039 0.024 -0.049
O 8.392108 0.031989 -1.370518 -0.023 -0.026 0.018
H 3.015302 2.600178 -1.703038 0.018 0.051 0.026
H 5.196957 3.310122 -2.661580 -0.009 0.002 -0.033
H 7.227830 1.928528 -2.235481 -0.004 0.013 -0.029
H 4.879781 -0.900241 -0.066156 0.081 0.011 0.037
N 2.456427 1.006128 2.995696 -0.052 -0.183 -0.055
C 1.636799 -0.018527 3.403913 -0.069 0.100 -0.025
C 1.856447 -0.593552 4.663836 -0.033 -0.150 0.057
C 0.983238 -1.533757 5.148224 0.087 0.150 -0.144
C -0.133055 -1.863161 4.379525 -0.097 -0.033 -0.070
C -0.278510 -1.264039 3.157245 -0.137 -0.102 0.260
N 0.592606 -0.375399 2.627474 0.255 -0.201 0.185
H 3.362990 1.047434 3.435024 -0.005 0.010 -0.032
H 2.446874 1.235522 2.017110 0.067 0.132 0.042
H 2.718825 -0.287748 5.238585 0.033 0.039 0.009
H 1.146686 -1.994968 6.111380 0.021 0.004 0.043
H -0.869291 -2.567139 4.736893 -0.047 0.004 -0.047
H -1.161920 -1.477292 2.573208 0.034 0.055 -0.006
C 0.205949 3.610424 3.624343 0.025 -0.291 0.377
N 0.169652 4.517472 2.451847 0.048 0.046 -0.068
C -0.758075 5.647855 2.710983 -0.273 0.446 0.097
C -0.123550 3.787488 1.152506 -0.256 -0.389 -0.420
C -1.295799 2.839407 1.236925 0.123 0.078 0.028
C -2.574807 3.380487 1.328623 0.193 -0.051 -0.022
C -3.688635 2.570976 1.479527 -0.118 -0.105 0.022
C -3.539081 1.199972 1.471087 -0.098 -0.020 -0.028
C -2.277104 0.656122 1.276246 0.593 -0.156 -0.051
C -1.118252 1.439698 1.182571 -0.464 0.491 0.003
H 0.527911 4.163897 4.504713 -0.013 0.089 -0.091
H 0.895337 2.792367 3.437394 0.060 -0.005 -0.087
H -0.792829 3.212866 3.790383 0.009 0.047 -0.065
H 1.101264 4.919254 2.340282 -0.022 -0.027 -0.008
H -1.735317 5.253878 2.974402 0.070 -0.037 0.001
H -0.840871 6.279261 1.829026 0.063 -0.091 -0.048
H -0.384568 6.248929 3.537703 0.094 -0.121 0.022
H 0.764483 3.229263 0.871813 0.154 0.156 0.143
H -0.297493 4.557761 0.400271 0.025 0.027 0.053
H -2.716031 4.451401 1.257225 0.007 -0.003 -0.013
H -4.670787 3.012157 1.572850 -0.028 0.002 -0.015
H -4.401951 0.554536 1.552117 -0.004 -0.026 -0.010
H -2.220049 -0.428202 1.168046 -0.045 0.018 -0.047
```
Positions in Å, forces in eV/Å.

Frontier orbital gap, Ha: 0.1837
LUMO, eV: -6.980
Maximum force, eV/A: 2.0
ΔE to the lowest compared entry with this formula, charge and spin, eV: 3.403
Total charge: +2
HOMO level, eV: -11.980
E, eV: -86777.376
M, g/mol: 664.6

[3]
C31H37AuCl2N5O | ωB97M-V with the def2-TZVPD basis set

```
77
Properties=species:S:1:pos:R:3:forces:R:3
Au 0.092456 0.017363 4.193454 0.037 0.032 0.052
Cl 3.768929 -2.019806 1.632378 0.000 -0.002 -0.001
C 2.820132 -2.741638 2.859760 0.015 -0.018 0.004
C 3.057212 -4.076914 3.247255 -0.002 0.007 -0.002
C 2.309443 -4.671700 4.224903 0.014 -0.013 -0.018
Cl 2.619290 -6.300788 4.673806 -0.003 0.003 0.006
C 1.271756 -3.951113 4.873783 -0.022 0.031 0.017
C 0.435233 -4.451511 5.887391 0.004 -0.018 -0.009
C -0.537342 -3.650129 6.435577 0.002 0.003 0.003
C -0.692604 -2.339207 5.987406 0.000 -0.007 0.010
N 0.080737 -1.838296 5.035450 0.050 -0.023 -0.068
C 1.064005 -2.620767 4.465159 -0.015 -0.008 0.005
C 1.828383 -2.013062 3.465624 -0.063 0.154 -0.008
O 1.551413 -0.726191 3.140134 0.043 -0.166 0.023
H 3.846177 -4.628652 2.755174 0.000 -0.001 0.002
H 0.565434 -5.470814 6.226482 0.000 0.003 0.005
H -1.191179 -4.013723 7.214329 0.001 -0.001 0.000
H -1.450365 -1.692038 6.406280 0.005 -0.011 -0.003
C -0.319985 0.979362 0.611167 -0.001 0.004 0.009
C 1.007406 1.585497 0.968214 0.000 0.008 -0.015
C 2.011267 1.759556 0.025257 0.003 -0.002 0.007
C 3.236892 2.298232 0.386733 -0.003 0.006 0.002
C 3.489066 2.669682 1.699315 0.003 -0.008 -0.008
C 2.516453 2.520278 2.678224 0.002 -0.004 0.001
C 2.772616 2.895969 4.111084 -0.003 0.007 0.001
C 1.291449 1.995897 2.268833 -0.008 0.004 0.006
N 0.274293 1.803065 3.270225 -0.041 0.010 0.012
C -0.533687 2.720397 3.656151 0.014 -0.024 0.006
C -0.560733 4.097789 3.110152 0.008 0.011 0.006
C -1.490696 2.301338 4.737364 -0.007 0.002 0.003
C -2.477895 3.267762 5.275975 0.002 0.002 -0.003
N -1.374017 1.083315 5.128470 -0.026 0.018 0.010
C -2.212399 0.522743 6.156387 0.002 0.021 -0.001
C -3.375865 -0.136188 5.759795 -0.007 -0.007 -0.011
C -3.779894 -0.208469 4.313289 0.002 -0.003 -0.002
C -4.137046 -0.725347 6.762909 0.003 0.007 0.009
C -3.739311 -0.653093 8.090574 0.009 -0.001 -0.003
C -2.571050 0.007525 8.444508 -0.003 -0.003 -0.007
C -1.774643 0.611786 7.478069 -0.009 0.010 0.010
C -0.499195 1.323483 7.835233 0.009 -0.008 -0.005
H -0.366522 0.758037 -0.452238 0.003 -0.003 -0.002
H -1.153919 1.646586 0.843579 0.003 -0.001 -0.001
H -0.480229 0.039892 1.149003 -0.001 -0.005 -0.003
H 1.829629 1.464352 -0.999924 -0.001 -0.001 0.000
H 4.007109 2.425100 -0.361980 0.003 -0.001 0.002
H 4.454448 3.075781 1.971841 0.000 0.002 0.000
H 3.812735 3.180114 4.250456 0.000 0.001 -0.002
H 2.566387 2.062937 4.789209 0.004 -0.004 -0.001
H 2.161411 3.745583 4.427503 -0.001 -0.004 0.001
H 0.168963 4.221732 2.315632 0.001 0.001 -0.001
H -0.352317 4.814239 3.908953 -0.002 0.003 -0.004
H -1.558993 4.326817 2.730541 -0.003 -0.003 0.003
H -1.957596 4.143006 5.672743 0.000 -0.002 -0.001
H -3.090457 2.826605 6.056221 -0.001 -0.001 0.000
H -3.120894 3.624698 4.467656 -0.002 -0.001 0.000
H -2.996314 -0.655821 3.694134 -0.002 -0.001 0.000
H -3.996850 0.780967 3.903501 0.000 0.001 0.002
H -4.676170 -0.812518 4.195858 -0.002 0.000 0.000
H -5.050477 -1.242076 6.498127 -0.001 -0.001 0.000
H -4.346591 -1.114713 8.857542 0.000 0.000 0.000
H -2.270946 0.058052 9.483197 0.001 0.001 0.000
H -0.299011 1.239273 8.900496 -0.002 0.002 0.001
H -0.547926 2.388533 7.595790 -0.003 0.000 0.003
H 0.361571 0.905987 7.303995 -0.001 0.001 -0.002
N -4.085642 -0.149788 -21.659702 -0.021 0.142 -0.244
C -5.435738 -0.011617 -21.024019 0.057 -0.203 0.066
C -5.222482 0.423092 -19.544814 0.043 0.234 -0.008
N -3.821963 0.226054 -19.158880 -0.126 -0.229 0.065
H -3.973687 -1.020838 -22.172790 0.019 -0.009 0.016
H -3.440794 -0.106554 -20.811718 0.045 -0.018 0.053
H -3.856158 0.615753 -22.291125 -0.029 0.015 0.006
H -5.913726 -0.985501 -21.079593 -0.033 0.019 -0.017
H -6.031234 0.705105 -21.579656 -0.009 -0.022 -0.022
H -5.915849 -0.139657 -18.923913 0.035 0.020 0.050
H -5.471143 1.476399 -19.437008 -0.032 -0.006 -0.036
H -3.436061 1.035782 -18.697759 0.040 0.103 0.014
H -3.698674 -0.561082 -18.535977 0.005 -0.048 0.012
```
Positions in Å, forces in eV/Å.

Frontier orbital gap, Ha: 0.2197
LUMO, eV: -8.314
Maximum force, eV/A: 0.3
ΔE to the lowest compared entry with this formula, charge and spin, eV: 0.000
Total charge: +3
HOMO level, eV: -14.293
E, eV: -70961.082
M, g/mol: 763.5

- Look up the E of the first one.
  -86780.604 eV

- Which of these has the lowest frontier orbital gap?
  number 2

- Which of these has the highest LUMO?
  number 1

- What is the formula in the third record?
  C31H37AuCl2N5O